No. 1
ORCA calculation (the ωB97M-V functional and the def2-TZVPD basis) on an isolated molecule of C10H8N2O at a distorted geometry.

E_LUMO (alpha / beta)	-0.5 / -0.5	eV
energy relative to the best compared isomer or geometry (same formula, charge and spin)	484.4	kJ/mol
electronic energy	-15522.0329	eV
total charge	0
gap between HOMO and LUMO (alpha / beta)	6.85 / 6.85	eV

Positions of all 21 atoms, in Å:
O1 2.117 1.875 1.257
N1 1.611 -0.892 -1.115
N2 0.759 0.030 -1.248
C1 -2.993 0.781 0.527
C2 -1.063 -0.659 0.303
C3 -2.451 1.571 -0.542
C4 -2.368 -0.390 0.789
C5 3.360 -0.072 0.391
C6 -0.446 0.239 -0.751
C7 2.818 -0.893 -0.733
C8 -1.277 1.280 -1.189
C9 2.754 1.040 0.744
C10 -0.356 -1.763 0.681
H1 -2.704 -1.057 1.441
H2 3.603 -1.662 -0.973
H3 -3.099 2.503 -0.900
H4 0.695 -2.037 0.434
H5 -0.828 1.803 -1.945
H6 4.503 -0.190 0.544
H7 -3.853 1.000 0.978
H8 -0.781 -2.506 1.304

Results of the natural (NBO) charge analysis, in e, for atoms 1 through 6: O -0.426; N -0.205; N -0.200; C -0.211; C -0.110; C -0.192



No. 2
ORCA calculation (the ωB97M-V functional and the def2-TZVPD basis) on a structure of composition C32H46BN10O3PReSiTe.

E_LUMO (alpha / beta)	-0.4 / -1.5	eV
energy relative to the best compared isomer or geometry (same formula, charge and spin)	19.4	kJ/mol
expectation value of S²	1.1781
electronic energy	-82246.5479	eV
total charge	0
gap between HOMO and LUMO (alpha / beta)	6.77 / 5.74	eV
spin multiplicity	2

Positions of all 96 atoms, in Å:
Re1 0.684 -0.809 -0.502
Te1 -5.142 1.249 2.260
P1 -3.530 1.926 0.566
Si1 1.879 -3.701 0.885
O1 -4.107 1.524 -0.852
O2 -2.170 1.404 0.751
O3 -3.622 3.521 0.534
N1 1.128 -2.764 -0.397
N2 -5.270 -1.114 0.652
N3 1.115 2.165 -0.041
N4 3.070 0.740 0.590
N5 0.360 -0.267 1.468
N6 2.728 -0.234 -0.300
N7 0.525 1.275 -0.887
N8 1.037 0.769 2.034
N9 -1.248 -1.205 -0.834
N10 -4.442 -3.207 -3.264
C1 0.679 -2.379 -2.685
C2 0.870 3.412 -0.456
C3 3.902 -1.707 -1.929
C4 -4.096 -2.608 -2.342
C5 0.225 -2.737 -3.940
C6 0.676 -4.949 1.610
C7 0.006 -4.996 -3.167
C8 -1.415 -1.879 2.160
C9 -2.969 4.268 1.580
C10 -0.856 1.313 -2.935
C11 5.078 1.889 1.499
C12 0.099 3.336 -1.607
C13 4.398 0.898 0.613
C14 3.867 -0.683 -0.849
C15 -2.754 5.676 1.083
C16 4.946 -0.010 -0.277
C17 0.440 -4.628 -1.901
C18 -3.669 -1.869 -1.206
C19 1.183 2.010 4.187
C20 2.475 -2.590 2.258
C21 -5.424 1.855 -1.344
C22 1.386 4.616 0.258
C23 3.367 -4.612 0.211
C24 -0.318 -0.018 3.573
C25 0.632 0.943 3.302
C26 -0.481 -0.742 2.390
C27 -2.349 -1.513 -1.043
C28 -0.112 -4.062 -4.188
C29 -0.092 1.978 -1.844
C30 -5.376 3.097 -2.203
C31 -4.574 -1.450 -0.206
C32 0.771 -3.300 -1.633
B1 1.943 1.634 1.157
H1 5.990 -0.149 -0.504
H2 3.643 -5.433 0.877
H3 0.743 1.920 5.178
H4 3.503 -2.662 -1.597
H5 1.003 4.664 1.279
H6 -2.298 6.282 1.867
H7 0.731 -4.930 2.701
H8 -0.971 -2.646 1.526
H9 3.181 -5.036 -0.779
H10 3.168 -3.171 2.874
H11 4.800 1.734 2.542
H12 3.312 -1.386 -2.787
H13 -1.780 0.883 -2.549
H14 0.151 -1.994 -4.724
H15 -0.464 -4.360 -5.166
H16 -1.688 -2.323 3.116
H17 -5.049 3.959 -1.623
H18 4.813 2.913 1.234
H19 -4.691 2.960 -3.040
H20 4.226 -3.940 0.140
H21 4.929 -1.852 -2.259
H22 -0.853 -0.163 4.497
H23 -3.608 4.256 2.467
H24 -0.274 0.508 -3.386
H25 2.475 4.610 0.313
H26 1.014 -1.329 -2.540
H27 -2.096 5.675 0.213
H28 -6.108 1.970 -0.502
H29 3.008 -1.711 1.892
H30 -5.739 0.985 -1.917
H31 -3.702 6.132 0.799
H32 2.407 2.538 1.786
H33 -6.372 3.298 -2.602
H34 1.661 -2.252 2.901
H35 0.903 -5.966 1.284
H36 -0.357 -4.735 1.326
H37 -2.023 3.782 1.825
H38 -1.106 2.036 -3.711
H39 0.477 -5.368 -1.110
H40 -2.329 -1.521 1.684
H41 -0.264 -6.028 -3.351
H42 1.073 5.514 -0.269
H43 0.961 3.006 3.802
H44 6.156 1.778 1.409
H45 2.267 1.927 4.283
H46 -0.280 4.159 -2.190

Results of the Löwdin charge analysis, in e, for atoms 1 through 6: Re 1.402; Te 0.692; P 0.110; Si 0.411; O -0.290; O -0.314



No. 3
ORCA calculation (the ωB97M-V functional and the def2-TZVPD basis) on a cluster of 8 separate species, BH18O7 in total at a distorted geometry.

E_LUMO	3.1	eV
energy relative to the best compared isomer or geometry (same formula, charge and spin)	22.2	kJ/mol
electronic energy	-15302.2678	eV
total charge	-1
gap between HOMO and LUMO	9.92	eV

Positions of all 26 atoms, in Å:
O1 1.572 3.521 -0.585
O2 -2.297 -2.410 0.899
O3 1.900 -0.471 -1.655
O4 3.751 0.208 1.565
O5 1.655 -1.948 1.077
O6 -3.563 0.424 -0.414
O7 -2.254 -0.626 -2.565
B1 -0.243 0.716 0.836
H1 -1.910 -1.588 1.269
H2 0.933 1.007 0.993
H3 -1.848 -2.601 0.049
H4 1.008 -1.289 1.193
H5 -2.743 0.603 0.046
H6 -1.606 0.072 -2.576
H7 1.597 -1.130 -2.260
H8 -0.556 -0.006 1.773
H9 -0.943 1.718 0.870
H10 -2.779 -0.486 -1.791
H11 -0.417 0.187 -0.284
H12 2.802 0.347 1.647
H13 1.103 -0.433 -1.150
H14 -3.760 1.273 -0.764
H15 2.474 3.269 -0.403
H16 1.154 -2.751 1.262
H17 3.818 -0.506 0.947
H18 1.152 2.904 0.021

Results of the natural (NBO) charge analysis, in e, for atoms 1 through 6: O -0.953; O -0.974; O -0.941; O -0.963; O -0.955; O -0.948



No. 4
ORCA calculation (the ωB97M-V functional and the def2-TZVPD basis) on a cluster of 2 separate species, C7H17NO in total at a distorted geometry.

E_LUMO	0.8	eV
energy relative to the best compared isomer or geometry (same formula, charge and spin)	131.7	kJ/mol
SMILES string	CCN(C)C(C)=O.CC
electronic energy	-11071.7735	eV
total charge	0
gap between HOMO and LUMO	10.05	eV

Positions of all 26 atoms, in Å:
O1 -0.849 -0.408 0.859
N1 -0.087 0.828 -0.819
C1 -0.676 0.698 0.398
C2 0.160 -3.109 2.450
C3 0.418 -3.172 0.937
C4 -0.077 -0.332 -1.665
C5 -1.132 1.992 1.009
C6 0.269 2.070 -1.504
C7 1.746 2.152 -1.829
H1 0.484 -1.229 -1.362
H2 2.024 1.653 -2.719
H3 -0.493 -3.921 2.785
H4 -0.478 -2.856 0.415
H5 -0.276 2.053 -2.458
H6 -0.163 2.894 -1.022
H7 0.683 -4.158 0.572
H8 1.993 3.192 -1.933
H9 1.138 -2.412 0.743
H10 -0.253 -2.132 2.691
H11 -2.177 2.170 0.838
H12 2.411 2.026 -1.020
H13 0.449 -0.161 -2.614
H14 -1.067 -0.697 -1.943
H15 -0.977 1.975 2.073
H16 -0.586 2.860 0.662
H17 1.088 -3.258 2.999

Results of the natural (NBO) charge analysis, in e, for atoms 1 through 6: O -0.626; N -0.444; C 0.687; C -0.604; C -0.605; C -0.422



No. 5
ORCA calculation (the ωB97M-V functional and the def2-TZVPD basis) on an isolated molecule of C4H5Br at a distorted geometry.

E_LUMO	1.1	eV
energy relative to the best compared isomer or geometry (same formula, charge and spin)	78.4	kJ/mol
SMILES string	Br[C@H]1C=CC1
electronic energy	-74269.1498	eV
total charge	0
gap between HOMO and LUMO	10.64	eV

Positions of all 10 atoms, in Å:
Br1 0.302 2.462 -0.331
C1 0.462 0.646 -0.455
C2 0.813 -0.119 0.773
C3 -0.333 -0.806 0.795
C4 -0.932 -0.231 -0.515
H1 -0.558 -1.590 1.495
H2 1.239 0.478 -1.312
H3 1.629 0.018 1.370
H4 -1.876 0.100 -0.505
H5 -0.745 -0.958 -1.315

Results of the natural (NBO) charge analysis, in e, for atoms 1 through 6: Br 0.052; C -0.328; C -0.219; C -0.154; C -0.404; H 0.204



No. 6
ORCA calculation (the ωB97M-V functional and the def2-TZVPD basis) on a structure of composition C5H3N3 at a distorted geometry.

E_LUMO (alpha / beta)	0.0 / -1.3	eV
energy relative to the best compared isomer or geometry (same formula, charge and spin)	488.5	kJ/mol
expectation value of S²	2.0615
electronic energy	-9691.6054	eV
total charge	0
gap between HOMO and LUMO (alpha / beta)	7.82 / 7.51	eV
spin multiplicity	3

Positions of all 11 atoms, in Å:
N1 0.205 1.307 0.760
N2 1.084 -1.996 -1.030
N3 -1.654 1.999 2.173
C1 -0.731 1.643 1.599
C2 -0.311 0.988 -0.509
C3 -0.102 -1.292 -0.797
C4 -0.777 -0.179 -0.496
C5 1.887 -1.065 -0.950
H1 -1.859 -0.223 -0.278
H2 1.113 -3.055 -1.169
H3 1.145 1.873 0.697

Results of the natural (NBO) charge analysis, in e, for atoms 1 through 6: N -0.701; N -0.643; N -0.359; C 0.403; C 0.262; C 0.150



No. 7
ORCA calculation (the ωB97M-V functional and the def2-TZVPD basis) on an isolated molecule of CH5O3P at a distorted geometry.

E_LUMO	0.7	eV
energy relative to the best compared isomer or geometry (same formula, charge and spin)	0.0	kJ/mol
SMILES string	COP(O)O
electronic energy	-16550.2447	eV
total charge	0
gap between HOMO and LUMO	10.23	eV

Positions of all 10 atoms, in Å:
P1 -0.974 -0.294 0.518
O1 0.373 0.448 -0.076
O2 -2.107 0.945 0.225
O3 -1.479 -1.213 -0.770
C1 1.728 0.392 0.327
H1 -2.435 0.830 -0.707
H2 -1.257 -2.163 -0.687
H3 1.997 0.442 1.466
H4 2.179 1.194 -0.237
H5 1.974 -0.579 -0.059

Results of the natural (NBO) charge analysis, in e, for atoms 1 through 6: P 1.533; O -0.840; O -0.988; O -1.017; C -0.242; H 0.495



No. 8
ORCA calculation (the ωB97M-V functional and the def2-TZVPD basis) on a structure of composition C11H25BCl2F7N5O12Tl at a distorted geometry.

E_LUMO	-10.2	eV
electronic energy	-93249.6034	eV
total charge	+1
gap between HOMO and LUMO	2.34	eV

Positions of all 64 atoms, in Å:
Tl1 -1.345 1.206 2.752
Cl1 3.992 -1.843 -2.407
Cl2 3.679 1.325 -1.897
F1 0.940 -2.673 6.419
F2 -0.466 -3.107 4.900
F3 0.311 0.547 0.494
F4 1.599 -3.648 4.623
F5 -0.374 -0.697 -1.338
F6 -1.716 0.937 -0.345
F7 -1.355 -0.999 0.723
O1 -4.948 -1.750 1.367
O2 3.348 -0.184 1.722
O3 -1.297 -4.251 -4.376
O4 0.534 -3.175 -4.669
O5 -0.336 3.273 1.078
O6 -0.868 5.306 0.781
O7 2.095 1.430 2.391
O8 -1.878 4.140 -3.794
O9 -1.211 3.115 -2.008
O10 0.534 -1.242 3.171
O11 0.585 -0.304 5.109
O12 -3.984 0.168 1.387
N1 -1.894 3.226 -2.999
N2 -4.566 -0.737 0.829
N3 -0.661 -3.222 -4.458
N4 3.140 0.984 1.952
N5 -0.073 4.403 0.693
C1 1.281 4.738 0.152
C2 1.088 -2.131 2.176
C3 2.449 -1.139 -1.878
C4 -4.670 -0.709 -0.647
C5 0.160 -3.329 1.879
C6 1.067 -1.331 4.449
C7 4.213 1.988 1.763
C8 -2.980 2.209 -3.246
C9 0.785 -2.728 5.122
C10 2.258 0.305 -2.289
C11 -1.437 -1.953 -4.302
B1 -0.744 -0.055 -0.168
H1 4.020 2.564 0.861
H2 2.166 0.473 -3.360
H3 -2.963 1.506 -2.419
H4 2.163 -1.121 4.376
H5 -3.752 -1.247 -0.888
H6 1.217 4.969 -0.905
H7 -2.816 1.802 -4.238
H8 1.875 3.859 0.386
H9 0.871 -4.151 1.717
H10 -5.504 -1.348 -0.920
H11 4.249 2.529 2.703
H12 1.070 -1.509 1.273
H13 -3.873 2.830 -3.238
H14 2.159 -2.324 2.235
H15 1.599 5.568 0.776
H16 -2.207 -1.919 -5.065
H17 -1.901 -2.086 -3.324
H18 1.423 0.805 -1.808
H19 -0.329 -3.179 0.922
H20 5.178 1.519 1.578
H21 -0.739 -1.128 -4.214
H22 1.655 -1.704 -2.366
H23 -0.451 -3.754 2.670
H24 2.400 -1.334 -0.809
H25 -4.764 0.288 -1.057

Results of the natural (NBO) charge analysis, in e, for atoms 1 through 6: Tl 0.914; Cl -0.035; Cl -0.100; F -0.240; F -0.257; F -0.569